1 | ORCA calculation (the ωB97M-V functional and the def2-TZVPD basis) on a 2-piece molecular cluster, C6H11N2S overall.

Values from the calculation:
- charge = +1

Last column: Mulliken charge in e.
Element x y z (Å)
C (0.36, 0.06, -0.07)  -0.27
C (3.84, -0.42, -0.01)  0.75
C (-1.72, -0.94, -0.24)  -1.48
C (-1.45, 1.17, -1.27)  -1.45
C (-1.42, 1.05, 1.35)  -1.22
C (-1.05, 0.38, -0.02)  1.44
N (1.37, -0.48, -0.11)  -0.42
N (3.60, -1.64, 0.34)  -0.26
S (4.22, 1.05, -0.21)  -0.08
H (-1.57, -1.15, -1.28)  0.42
H (-1.26, -1.66, 0.44)  0.40
H (-2.76, -0.94, 0.16)  0.36
H (-2.51, 1.19, -1.19)  0.39
H (-1.00, 0.73, -2.12)  0.45
H (-1.08, 2.30, -1.31)  0.32
H (-2.54, 0.72, 1.49)  0.29
H (-1.23, 2.14, 1.27)  0.36
H (-0.73, 0.69, 2.20)  0.33
H (2.57, -2.01, 0.34)  0.38
H (4.34, -2.26, 0.23)  0.28

2 | ORCA calculation (the ωB97M-V functional and the def2-TZVPD basis) on a 2-piece molecular cluster, C6H11N2S overall.

Values from the calculation:
- charge = +1

Last column: Mulliken charge in e.
Element x y z (Å)
C (1.03, -0.11, -0.52)  -0.06
C (2.84, 0.02, 0.00)  0.56
C (-1.93, -0.67, -1.33)  -1.28
C (-1.29, 1.45, -0.19)  -0.96
C (-1.51, -0.56, 1.19)  -1.27
C (-1.51, 0.06, -0.14)  0.95
N (1.64, 0.20, 0.62)  -0.38
N (3.97, -0.29, 0.66)  -0.34
S (2.52, -0.08, -1.63)  -0.20
H (-2.93, -0.54, -1.67)  0.41
H (-1.24, -0.37, -2.08)  0.37
H (-1.80, -1.71, -1.07)  0.38
H (-1.32, 1.98, -1.16)  0.33
H (-0.33, 1.56, 0.31)  0.44
H (-2.15, 1.79, 0.59)  0.34
H (-0.89, -1.54, 1.23)  0.36
H (-2.59, -0.67, 1.38)  0.45
H (-1.20, 0.12, 2.00)  0.37
H (3.90, -0.10, 1.65)  0.28
H (4.80, -0.56, 0.15)  0.25

The structure with the least stability is 2.

1 | ORCA calculation (the ωB97M-V functional and the def2-TZVPD basis) on an isolated ion of composition C6H9N2O2S and charge +1.

Values from the calculation:
- charge = +1

Last column: Mulliken charge in e.
Element x y z (Å)
C (2.42, 0.73, -0.08)  0.14
C (2.91, -0.51, 0.23)  1.05
C (-0.49, 0.00, -0.02)  0.96
C (3.28, 1.90, -0.35)  -1.34
C (-1.96, 0.32, 0.11)  -1.46
C (-1.21, -2.34, -0.26)  -0.92
N (-0.20, -1.30, -0.08)  0.25
N (1.07, -1.66, 0.09)  -0.04
O (3.78, -1.26, 0.43)  -0.32
O (1.35, -2.83, -0.04)  -0.42
S (0.67, 1.19, -0.07)  -0.19
H (2.69, 2.75, -0.76)  0.40
H (3.79, 2.31, 0.63)  0.29
H (4.20, 1.90, -1.17)  0.33
H (-2.09, 1.30, 0.48)  0.40
H (-2.56, 0.28, -0.80)  0.39
H (-2.44, -0.49, 0.83)  0.40
H (-1.46, -2.82, 0.70)  0.39
H (-2.09, -1.85, -0.72)  0.40
H (-0.90, -3.18, -0.91)  0.28

2 | ORCA calculation (the ωB97M-V functional and the def2-TZVPD basis) on an isolated ion of composition C6H9N2O2S and charge +1.

Values from the calculation:
- structure (SMILES) = [NH3+][C@@]1(O)C=CN2C(=O)C[C@H]2S1
- charge = +1

Last column: Mulliken charge in e.
Element x y z (Å)
N (0.73, -2.13, -0.83)  -0.25
C (-0.17, -0.97, -0.65)  0.15
O (-1.28, -1.32, -1.26)  -0.54
C (-0.43, -0.91, 1.22)  -0.81
C (-0.27, 0.16, 1.97)  0.14
N (-0.04, 1.44, 1.50)  0.20
C (0.42, 2.71, 1.81)  0.27
O (0.79, 3.23, 2.80)  -0.50
C (0.10, 3.19, 0.38)  -0.25
C (-0.24, 1.69, 0.11)  -0.31
S (0.60, 0.68, -1.08)  -0.13
H (0.33, -3.01, -0.49)  0.37
H (1.61, -1.83, -0.38)  0.40
H (0.80, -2.23, -1.86)  0.37
H (-2.12, -0.77, -1.34)  0.41
H (-0.47, -1.97, 1.47)  0.34
H (-0.39, 0.18, 3.09)  0.39
H (-0.84, 3.85, 0.38)  0.27
H (1.03, 3.63, -0.10)  0.28
H (-1.31, 1.68, -0.24)  0.22

The structure with the least stability is 1.

1 | ORCA calculation (the ωB97M-V functional and the def2-TZVPD basis) on one molecule with the formula C6H7N3O.

Values from the calculation:
- structure (SMILES) = CC(=O)Nc1ncccn1

Last column: Mulliken charge in e.
Element x y z (Å)
C (2.29, 1.29, 0.43)  -0.86
C (2.23, -0.15, -0.04)  0.52
O (3.26, -0.75, -0.32)  -0.57
N (0.95, -0.72, -0.02)  -0.10
C (-0.30, -0.29, -0.06)  0.43
N (-0.61, 0.95, -0.24)  -0.37
C (-1.89, 1.26, -0.23)  0.01
C (-2.92, 0.34, -0.03)  -0.45
C (-2.44, -0.93, 0.19)  0.09
N (-1.24, -1.37, 0.23)  -0.57
H (1.80, 1.50, 1.59)  0.23
H (3.35, 1.66, 0.29)  0.31
H (1.59, 1.98, -0.20)  0.26
H (1.21, -1.67, -0.20)  0.24
H (-2.24, 2.53, -0.42)  0.19
H (-3.98, 0.60, -0.10)  0.37
H (-3.31, -1.68, 0.26)  0.27

2 | ORCA calculation (the ωB97M-V functional and the def2-TZVPD basis) on one molecule with the formula C6H7N3O.

Last column: Mulliken charge in e.
Element x y z (Å)
C (2.99, -1.35, -0.38)  -0.39
C (2.26, -0.20, -0.56)  -0.28
C (1.09, -1.68, 0.67)  0.00
C (-2.68, 1.40, 0.39)  0.22
C (-2.46, 0.79, -0.82)  -1.02
C (-0.05, 0.48, 0.22)  -0.14
N (2.23, -2.23, 0.36)  -0.60
N (-1.95, 1.10, 1.56)  -0.48
N (1.06, -0.38, 0.16)  0.23
O (-0.73, 0.44, 1.31)  -0.13
H (3.93, -1.62, -0.80)  0.39
H (2.54, 0.80, -0.81)  0.34
H (0.31, -2.12, 1.30)  0.40
H (-3.48, 2.19, 0.49)  0.31
H (-3.02, 1.12, -1.67)  0.27
H (-1.85, -0.10, -0.85)  0.39
H (-0.17, 1.34, -0.58)  0.48

3 | ORCA calculation (the ωB97M-V functional and the def2-TZVPD basis) on one molecule with the formula C6H7N3O.

Values from the calculation:
- structure (SMILES) = [H]/N=C(\NO)c1ccncc1

Last column: Mulliken charge in e.
Element x y z (Å)
H (-2.72, 1.57, -0.25)  0.28
N (-1.73, 1.56, -0.34)  -0.61
C (-1.23, 0.42, -0.04)  0.05
N (-2.00, -0.80, 0.13)  -0.23
O (-3.40, -0.50, 0.06)  -0.47
C (0.21, 0.11, 0.08)  0.67
C (1.13, 1.14, 0.09)  -0.34
C (2.49, 0.95, 0.14)  -0.23
N (3.08, -0.17, -0.01)  -0.57
C (2.26, -1.22, -0.12)  -0.40
C (0.89, -1.07, -0.11)  -0.20
H (-2.06, -1.39, -0.74)  0.28
H (-3.68, -0.45, 0.95)  0.33
H (0.73, 2.11, 0.32)  0.38
H (3.04, 1.88, 0.13)  0.35
H (2.75, -2.20, -0.13)  0.35
H (0.26, -1.94, -0.15)  0.36

4 | ORCA calculation (the ωB97M-V functional and the def2-TZVPD basis) on one molecule with the formula C6H7N3O.

Values from the calculation:
- structure (SMILES) = COc1cnn(C)c1C#N

Last column: Mulliken charge in e.
Element x y z (Å)
C (2.88, 0.36, -0.20)  -0.77
O (2.25, -0.80, 0.44)  -0.39
C (0.95, -0.96, 0.20)  0.59
C (0.03, -1.99, 0.13)  -0.65
N (-1.24, -1.64, 0.17)  -0.91
N (-1.43, -0.36, -0.03)  0.72
C (-2.78, 0.09, -0.08)  -0.82
C (-0.28, 0.39, -0.02)  0.28
C (-0.03, 1.79, -0.25)  0.03
N (0.05, 2.92, -0.48)  -0.46
H (2.65, 0.30, -1.24)  0.39
H (4.02, 0.25, 0.07)  0.21
H (2.45, 1.27, 0.13)  0.33
H (0.28, -2.98, 0.17)  0.55
H (-3.50, -0.76, 0.10)  0.29
H (-2.80, 0.92, 0.71)  0.30
H (-2.92, 0.60, -1.06)  0.30

The structure with the least stability is 2.

1 | ORCA calculation (the ωB97M-V functional and the def2-TZVPD basis) on C17H15Cl5O5Sn as an isolated structure.

Values from the calculation:
- charge = +2

Last column: Mulliken charge in e.
Element x y z (Å)
Sn (-0.41, 0.68, -0.14)  1.79
C (2.43, 0.97, -1.71)  -0.50
O (1.20, 1.62, -1.25)  -0.27
C (0.98, 2.89, -1.92)  -0.38
C (-0.17, 3.53, -1.20)  -0.63
O (-1.23, 2.55, -1.11)  -0.04
C (-2.11, 2.49, -2.28)  -0.66
H (3.25, 1.67, -1.53)  0.32
H (2.33, 0.74, -2.76)  0.35
H (2.58, 0.08, -1.12)  0.07
H (0.77, 2.69, -2.97)  0.34
H (1.87, 3.50, -1.84)  0.42
H (-0.51, 4.43, -1.70)  0.50
H (0.08, 3.77, -0.17)  0.24
H (-2.50, 3.49, -2.45)  0.30
H (-2.92, 1.82, -2.02)  0.25
H (-1.57, 2.13, -3.15)  0.33
Cl (-2.98, -1.04, -1.25)  -0.09
C (-3.29, -0.22, 0.24)  0.17
C (-2.29, 0.57, 0.76)  -0.56
C (-2.46, 1.32, 1.91)  0.36
Cl (-1.11, 2.30, 2.39)  -0.10
C (-3.65, 1.25, 2.60)  0.07
Cl (-3.86, 2.16, 4.03)  -0.14
C (-4.68, 0.43, 2.10)  0.42
Cl (-6.15, 0.33, 2.93)  -0.10
C (-4.50, -0.31, 0.91)  0.18
Cl (-5.75, -1.29, 0.30)  -0.13
O (1.75, -3.28, -1.36)  -0.42
C (2.26, -3.32, -0.12)  1.02
C (3.08, -4.36, 0.32)  -0.93
C (3.59, -4.34, 1.60)  -0.43
C (3.32, -3.28, 2.48)  -0.84
C (2.53, -2.25, 2.06)  -0.35
C (1.98, -2.25, 0.76)  0.00
C (1.15, -1.16, 0.37)  0.98
O (0.37, -1.15, -0.68)  -0.83
O (1.04, -0.08, 1.09)  -0.76
H (2.04, -4.05, -1.87)  0.35
H (3.31, -5.17, -0.35)  0.36
H (4.22, -5.16, 1.92)  0.43
H (3.73, -3.29, 3.48)  0.45
H (2.31, -1.42, 2.72)  0.47

2 | ORCA calculation (the ωB97M-V functional and the def2-TZVPD basis) on C17H15Cl5O5Sn as an isolated structure.

Values from the calculation:
- charge = +2

Last column: Mulliken charge in e.
Element x y z (Å)
Sn (0.50, 0.50, -0.15)  1.01
C (0.43, -0.44, -3.46)  -0.77
O (0.37, -0.94, -2.11)  0.06
C (0.69, -2.33, -1.98)  -0.36
C (0.45, -2.67, -0.53)  -0.71
O (1.23, -1.83, 0.33)  -0.14
C (2.62, -2.21, 0.47)  -0.77
H (-0.24, -1.01, -4.10)  0.30
H (1.45, -0.50, -3.85)  0.33
H (0.11, 0.60, -3.44)  0.21
H (1.72, -2.52, -2.29)  0.38
H (0.02, -2.93, -2.61)  0.42
H (0.66, -3.72, -0.33)  0.50
H (-0.59, -2.46, -0.29)  0.14
H (2.68, -3.25, 0.79)  0.33
H (3.04, -1.57, 1.24)  0.26
H (3.17, -2.08, -0.46)  0.32
Cl (2.88, 1.85, 2.33)  -0.17
C (1.36, 1.36, 2.98)  -0.03
C (0.43, 0.78, 2.17)  -0.70
C (-0.75, 0.27, 2.61)  0.90
Cl (-1.80, -0.47, 1.43)  -0.14
C (-1.10, 0.41, 3.94)  -0.01
Cl (-2.63, -0.11, 4.49)  -0.15
C (-0.20, 1.05, 4.80)  0.38
Cl (-0.59, 1.22, 6.44)  -0.12
C (1.03, 1.55, 4.32)  0.28
Cl (2.12, 2.32, 5.36)  -0.13
O (-3.02, 4.29, -3.28)  -0.34
C (-3.35, 3.06, -3.46)  0.89
C (-4.15, 2.67, -4.59)  -0.60
C (-4.55, 1.38, -4.71)  -0.57
C (-4.17, 0.42, -3.72)  -0.56
C (-3.38, 0.79, -2.62)  -0.11
C (-2.91, 2.07, -2.50)  0.32
C (-1.91, 2.45, -1.40)  0.24
O (-1.96, 3.56, -0.95)  -0.53
O (-1.10, 1.49, -1.02)  -0.39
H (-3.28, 4.87, -4.02)  0.40
H (-4.49, 3.42, -5.29)  0.34
H (-5.18, 1.09, -5.54)  0.44
H (-4.46, -0.61, -3.85)  0.44
H (-3.08, 0.06, -1.89)  0.43

The structure with the least stability is 2.

1 | ORCA calculation (the ωB97M-V functional and the def2-TZVPD basis) on one molecule with the formula C15H25NO4.

Last column: Mulliken charge in e.
Element x y z (Å)
C (2.32, -2.64, 6.71)  -0.18
O (-0.31, 2.52, -0.53)  -0.52
N (2.20, -1.96, 5.79)  0.02
O (0.47, 4.96, -0.01)  -0.32
O (-0.46, 4.69, -1.07)  -0.19
O (0.68, -0.50, 5.07)  -0.53
C (-0.83, 3.42, -1.17)  0.58
C (2.94, -0.54, 3.96)  -1.21
C (-1.92, 3.02, -2.17)  -0.67
C (-1.37, 2.52, -3.55)  -1.19
C (-0.49, 1.31, -3.60)  -0.49
C (-1.21, 0.08, -3.04)  -0.26
C (-0.13, -1.03, -2.97)  -0.90
C (-0.74, -2.24, -2.16)  -0.92
C (-0.04, -2.55, -0.83)  -1.01
C (-0.35, -1.51, 0.16)  -0.02
C (0.40, -1.83, 1.45)  -0.74
C (-0.12, -0.94, 2.68)  -0.71
C (0.44, -1.45, 4.04)  -0.84
C (1.80, -1.15, 4.64)  1.12
H (0.00, 5.44, 0.76)  0.34
H (2.57, 0.37, 3.48)  0.35
H (3.72, -0.24, 4.77)  0.36
H (3.44, -1.26, 3.16)  0.23
H (-2.58, 3.88, -2.30)  0.40
H (-2.46, 2.21, -1.66)  0.33
H (-2.09, 2.46, -4.32)  0.51
H (-0.78, 3.32, -3.90)  0.50
H (-0.36, 1.22, -4.74)  0.27
H (0.50, 1.53, -3.16)  0.38
H (-1.49, 0.41, -2.02)  0.10
H (-2.04, -0.24, -3.69)  0.25
H (0.81, -0.65, -2.48)  0.33
H (0.11, -1.26, -3.95)  0.60
H (-0.49, -3.12, -2.84)  0.32
H (-1.83, -2.19, -2.18)  0.47
H (1.06, -2.77, -0.91)  0.34
H (-0.42, -3.42, -0.52)  0.60
H (-1.38, -1.43, 0.54)  0.22
H (-0.16, -0.57, -0.20)  0.20
H (0.17, -2.88, 1.74)  0.31
H (1.52, -1.72, 1.45)  0.29
H (-1.18, -1.14, 2.75)  0.46
H (0.20, 0.10, 2.44)  0.22
H (-0.15, -2.18, 4.41)  0.65

2 | ORCA calculation (the ωB97M-V functional and the def2-TZVPD basis) on C15H25NO4 as an isolated structure.

Last column: Mulliken charge in e.
Element x y z (Å)
C (-6.51, -0.64, -0.59)  -1.27
C (-5.12, 0.15, -0.73)  -0.61
O (-4.19, -0.35, 0.14)  -0.30
C (-3.05, 0.06, 0.27)  0.63
C (-2.23, -0.73, 1.04)  -0.66
C (-1.03, -0.18, 1.44)  -0.31
C (-0.59, 0.90, 0.87)  0.34
C (-1.37, 1.70, -0.30)  -0.72
C (-2.70, 1.24, -0.48)  -0.61
H (-3.23, 1.70, -1.09)  0.82
H (-1.09, 2.75, -0.70)  0.21
O (0.68, 1.48, 0.89)  -0.27
C (1.39, 2.31, 0.24)  -0.61
C (1.85, 2.31, -1.05)  -0.97
O (2.68, 1.12, -1.39)  -0.41
C (3.87, 1.18, -0.48)  -0.77
C (4.04, 0.20, 0.73)  -0.35
N (4.35, -1.06, 0.46)  -0.12
H (4.63, -1.40, 1.18)  0.05
C (3.44, -1.70, -0.35)  -0.86
C (2.03, -1.99, 0.03)  0.79
O (1.33, -2.89, -0.49)  -0.38
C (0.11, -3.10, -0.21)  -0.66
H (-0.02, -3.49, 0.95)  0.21
H (-0.27, -3.82, -1.16)  0.20
H (-0.41, -2.28, -0.40)  0.32
H (1.50, -1.25, 0.10)  -0.55
H (2.20, -2.16, 1.14)  0.22
H (3.85, -2.76, -0.56)  0.39
H (3.40, -1.25, -1.34)  0.36
H (3.04, 0.54, 1.14)  0.16
H (4.74, 0.75, 1.21)  0.53
H (4.22, 2.30, -0.36)  0.38
H (4.67, 0.69, -1.33)  0.32
H (2.25, 3.08, -1.46)  0.84
H (1.00, 2.18, -1.68)  0.36
H (0.72, 3.37, 0.19)  0.28
H (2.24, 2.76, 1.24)  0.25
H (-0.33, -0.55, 2.10)  0.58
H (-2.74, -1.29, 1.81)  0.32
H (-4.78, 0.08, -1.59)  0.61
H (-5.60, 1.27, -0.19)  0.27
H (-7.39, -0.25, -1.32)  0.33
H (-6.42, -1.81, -0.94)  0.26
H (-7.06, -0.58, 0.27)  0.41

The structure with the least stability is 2.

1 | ORCA calculation (the ωB97M-V functional and the def2-TZVPD basis) on a 2-piece molecular cluster, C5H7NO4 overall.

Values from the calculation:
- structure (SMILES) = C[C@@]1(C#N)OC(=O)[C@H]1O.O

Last column: Mulliken charge in e.
Element x y z (Å)
C (-0.36, 0.90, 1.42)  -1.47
C (0.75, 0.42, 0.51)  1.36
C (2.01, 1.15, 0.74)  -0.22
N (2.99, 1.73, 0.91)  -0.43
O (0.95, -1.01, 0.63)  -0.42
C (0.78, -1.20, -0.80)  0.16
O (1.29, -2.05, -1.47)  -0.49
C (0.33, 0.25, -1.00)  0.19
O (-1.00, 0.35, -1.33)  -0.52
H (-1.26, 0.30, 1.26)  0.27
H (-0.07, 0.80, 2.47)  0.39
H (-0.59, 1.95, 1.21)  0.35
H (1.01, 0.78, -1.68)  0.49
H (-1.18, 1.15, -1.83)  0.32
O (-2.01, -2.17, -0.55)  -0.65
H (-1.65, -2.07, 0.43)  0.33
H (-2.00, -1.27, -0.92)  0.34

2 | ORCA calculation (the ωB97M-V functional and the def2-TZVPD basis) on a 3-piece molecular cluster, C5H7NO4 overall.

Last column: Mulliken charge in e.
Element x y z (Å)
C (0.91, -2.04, 1.20)  0.01
C (2.13, 1.08, 4.03)  0.70
C (-1.84, -0.47, -2.07)  -1.28
C (-1.09, 0.20, -0.90)  0.63
C (0.37, -0.14, -1.07)  -0.40
N (0.99, -0.96, 0.83)  -0.31
O (2.85, 1.90, 3.67)  -0.35
O (1.42, 0.26, 4.38)  -0.35
O (-1.43, 1.57, -0.79)  -0.56
O (1.08, 0.97, -1.21)  -0.39
H (0.83, -3.04, 1.52)  0.34
H (-1.50, -0.05, -3.01)  0.30
H (-1.65, -1.54, -2.06)  0.35
H (-2.90, -0.29, -1.96)  0.34
H (-1.43, -0.28, 0.03)  0.23
H (-0.76, 2.07, -1.27)  0.31
H (2.02, 0.75, -1.33)  0.41

The structure with the least stability is 2.